## i
{
  "formula": "C4H10OS",
  "method": "the ωB97M-V functional and the def2-TZVPD basis",
  "elements": ["C", "O", "C", "C", "S", "C", "H", "H", "H", "H", "H", "H", "H", "H", "H", "H"],
  "coordinates": [[1.871, -1.212, -0.034], [1.327, -0.049, 0.610], [0.591, 0.642, -0.226], [0.068, 2.099, 0.199], [-1.004, -0.325, -0.695], [-1.797, -0.797, 0.775], [1.203, -2.104, -0.168], [2.257, -0.876, -1.129], [2.778, -1.534, 0.512], [1.045, 0.902, -1.207], [-0.689, 2.089, 1.106], [-0.386, 2.489, -0.911], [0.918, 2.743, 0.497], [-1.049, -1.241, 1.583], [-2.248, 0.099, 1.243], [-2.779, -1.369, 0.423]],
  "mulliken_charge": [-0.6466, -0.3626, 0.0015, -0.9537, -0.0938, -0.6825, 0.2805, 0.2688, 0.2640, 0.3313, 0.2414, 0.2632, 0.3604, 0.2261, 0.2306, 0.2716],
  "e_homo_ev": -8.3,
  "smiles": "CO[C@H](C)SC",
  "e_lumo_ev": 0.90,
  "gap_ev": 9.17
}

=====

## ii
{
  "formula": "C4H10OS",
  "method": "the ωB97M-V functional and the def2-TZVPD basis",
  "elements": ["C", "C", "O", "H", "H", "H", "H", "C", "C", "S", "H", "H", "H", "H", "H", "H"],
  "coordinates": [[-3.324, 1.097, 3.877], [-4.630, 1.015, 4.203], [-5.249, -0.199, 3.942], [-2.789, 1.936, 4.132], [-3.132, 0.416, 3.129], [-5.277, 1.370, 4.952], [-5.378, -0.705, 3.143], [3.040, 0.306, -3.264], [3.972, -0.860, -2.939], [2.990, -2.500, -3.121], [3.326, 1.121, -2.653], [1.943, 0.228, -3.239], [3.381, 0.676, -4.348], [4.711, -0.921, -3.625], [4.347, -0.791, -1.791], [2.069, -2.188, -2.398]],
  "mulliken_charge": [-0.7106, 0.0176, -0.5253, 0.3112, 0.2391, 0.3594, 0.3086, -0.8331, -0.4659, -0.1909, 0.2966, 0.3217, 0.1961, 0.3667, 0.2407, 0.0682],
  "e_homo_ev": -9.0,
  "smiles": "C=CO.CCS",
  "e_lumo_ev": 1.03,
  "gap_ev": 10.07
}

=====

## iii
{
  "formula": "C4H10OS",
  "method": "the ωB97M-V functional and the def2-TZVPD basis",
  "elements": ["C", "C", "O", "C", "S", "C", "H", "H", "H", "H", "H", "H", "H", "H", "H", "H"],
  "coordinates": [[0.707, 0.929, 2.477], [0.364, 0.817, 1.037], [-0.158, -0.531, 0.687], [-1.197, -0.539, -0.262], [-0.861, 0.232, -1.902], [0.157, -1.060, -2.673], [-0.085, 0.742, 3.216], [1.013, 1.981, 2.605], [1.578, 0.327, 2.741], [1.210, 1.075, 0.319], [-0.394, 1.538, 0.812], [-2.035, 0.067, 0.002], [-1.464, -1.617, -0.419], [0.613, -0.724, -3.607], [0.974, -1.316, -2.038], [-0.422, -1.919, -2.994]],
  "mulliken_charge": [-1.1772, -0.1975, -0.3700, -0.4989, -0.0726, -0.8711, 0.2933, 0.3587, 0.2951, 0.2838, 0.3619, 0.3375, 0.3421, 0.3372, 0.2981, 0.2795],
  "e_homo_ev": -8.8,
  "smiles": "CCOCSC",
  "e_lumo_ev": 0.95,
  "gap_ev": 9.77
}

=====

Stability, lowest: ii

=====

## i
{
  "formula": "C41H36AsCaNO3S2",
  "method": "the ωB97M-V functional and the def2-TZVPD basis",
  "elements": ["Ca", "C", "C", "C", "C", "C", "C", "C", "C", "C", "H", "H", "H", "H", "H", "H", "H", "H", "H", "H", "H", "H", "O", "C", "O", "C", "C", "C", "C", "C", "C", "S", "H", "H", "H", "H", "S", "C", "N", "C", "C", "C", "C", "C", "C", "H", "H", "H", "H", "H", "O", "As", "C", "C", "C", "C", "C", "C", "C", "C", "C", "C", "C", "C", "C", "C", "C", "C", "C", "C", "H", "H", "H", "H", "H", "H", "H", "H", "H", "H", "H", "H", "H", "H", "H"],
  "coordinates": [[-0.697, 0.701, 0.852], [-1.108, -1.659, 4.133], [-0.330, -0.418, 3.800], [1.020, -0.479, 3.465], [1.742, 0.669, 3.143], [3.189, 0.585, 2.750], [1.081, 1.893, 3.152], [-0.273, 1.991, 3.476], [-0.991, 3.314, 3.448], [-0.964, 0.825, 3.796], [-1.470, -1.619, 5.162], [-0.493, -2.553, 4.026], [-1.973, -1.737, 3.473], [1.522, -1.441, 3.449], [3.274, 0.634, 1.662], [3.629, -0.361, 3.065], [3.767, 1.402, 3.184], [1.629, 2.794, 2.894], [-1.920, 3.222, 2.884], [-0.375, 4.086, 2.988], [-1.244, 3.637, 4.460], [-2.024, 0.882, 4.013], [-2.947, 1.522, 1.199], [-3.191, 0.316, 0.919], [-2.561, -0.636, 1.467], [-4.054, -0.015, -0.260], [-5.396, -0.338, -0.131], [-6.147, -0.683, -1.245], [-5.532, -0.700, -2.492], [-4.191, -0.380, -2.618], [-3.413, -0.030, -1.509], [-1.703, 0.364, -1.720], [-5.853, -0.320, 0.852], [-7.195, -0.932, -1.141], [-6.103, -0.965, -3.373], [-3.712, -0.394, -3.589], [2.035, 4.418, -1.013], [1.524, 2.969, -0.228], [0.264, 2.875, 0.032], [-0.421, 4.001, -0.413], [-1.803, 4.187, -0.322], [-2.327, 5.361, -0.814], [-1.506, 6.338, -1.396], [-0.143, 6.157, -1.504], [0.393, 4.969, -1.007], [2.228, 2.183, 0.009], [-2.425, 3.408, 0.106], [-3.395, 5.529, -0.763], [-1.949, 7.250, -1.775], [0.485, 6.908, -1.963], [1.315, -0.154, 0.164], [1.573, -1.480, -0.813], [0.047, -2.618, -0.849], [-0.627, -2.818, 0.350], [-1.829, -3.508, 0.348], [-2.337, -4.002, -0.843], [-1.652, -3.810, -2.036], [-0.457, -3.109, -2.047], [2.051, -0.910, -2.569], [1.531, 0.290, -3.042], [1.866, 0.715, -4.319], [2.708, -0.054, -5.111], [3.222, -1.252, -4.635], [2.896, -1.684, -3.358], [3.052, -2.484, -0.112], [2.890, -3.803, 0.292], [3.961, -4.487, 0.852], [5.184, -3.853, 1.005], [5.347, -2.534, 0.598], [4.282, -1.848, 0.039], [-0.242, -2.398, 1.274], [-2.385, -3.618, 1.269], [-3.288, -4.518, -0.848], [-2.068, -4.175, -2.966], [0.050, -2.902, -2.981], [0.860, 0.876, -2.426], [1.459, 1.644, -4.696], [2.964, 0.281, -6.108], [3.878, -1.848, -5.256], [3.301, -2.614, -2.974], [1.930, -4.291, 0.168], [3.839, -5.515, 1.168], [6.017, -4.387, 1.443], [6.305, -2.044, 0.716], [4.401, -0.818, -0.281]],
  "mulliken_charge": [1.2532, -1.7237, 0.9812, -0.1685, 1.2161, -1.6294, -0.1993, 0.7133, -1.7301, -0.7214, 0.4763, 0.3056, 0.2149, 0.2770, 0.0885, 0.4007, 0.4410, 0.3578, 0.2398, 0.3052, 0.4493, 0.1148, -0.6811, 0.1477, -0.4704, -0.1889, -0.1541, -0.7139, -0.5418, -0.7905, 0.6215, -0.2984, 0.4697, 0.3953, 0.3826, 0.4375, -0.3088, -0.5690, 0.6128, -0.8458, -0.1812, -0.9387, -0.4820, -0.5220, 0.8378, 0.1827, 0.4542, 0.4388, 0.3840, 0.4016, 1.5350, 0.4976, 0.3137, -0.1158, -0.7074, -0.5768, -0.6649, -0.6014, 0.1308, 0.3777, -1.2002, -0.4972, -0.6980, -0.6042, -0.0446, -0.3988, -0.7551, -0.4371, -0.8250, -0.2461, 0.3154, 0.3435, 0.4112, 0.3936, 0.3943, 0.1519, 0.4778, 0.3913, 0.4129, 0.4343, 0.4084, 0.4171, 0.3991, 0.4079, 0.4170],
  "e_homo_ev": -6.3,
  "e_lumo_ev": 0.34,
  "gap_ev": 6.68
}

=====

## ii
{
  "formula": "C41H36AsCaNO3S2",
  "method": "the ωB97M-V functional and the def2-TZVPD basis",
  "elements": ["Ca", "C", "C", "C", "C", "C", "C", "C", "C", "C", "H", "H", "H", "H", "H", "H", "H", "H", "H", "H", "H", "H", "O", "C", "O", "C", "C", "C", "C", "C", "C", "S", "H", "H", "H", "H", "S", "C", "N", "C", "C", "C", "C", "C", "C", "H", "H", "H", "H", "H", "O", "As", "C", "C", "C", "C", "C", "C", "C", "C", "C", "C", "C", "C", "C", "C", "C", "C", "C", "C", "H", "H", "H", "H", "H", "H", "H", "H", "H", "H", "H", "H", "H", "H", "H"],
  "coordinates": [[0.087, -0.898, -1.510], [2.185, 4.071, -1.334], [2.728, 2.828, -0.688], [2.488, 2.576, 0.660], [2.967, 1.434, 1.286], [2.729, 1.193, 2.749], [3.715, 0.536, 0.535], [3.969, 0.749, -0.814], [4.776, -0.241, -1.610], [3.461, 1.898, -1.416], [2.854, 4.431, -2.116], [2.055, 4.863, -0.597], [1.222, 3.861, -1.803], [1.928, 3.302, 1.242], [3.542, 1.597, 3.356], [2.656, 0.128, 2.963], [1.805, 1.662, 3.086], [4.136, -0.337, 1.020], [5.494, 0.263, -2.256], [4.138, -0.849, -2.258], [5.320, -0.923, -0.956], [3.647, 2.079, -2.468], [-1.017, -1.588, -3.356], [-1.897, -0.832, -2.858], [-2.190, -0.923, -1.620], [-2.367, 0.364, -3.619], [-3.612, 0.397, -4.225], [-4.030, 1.537, -4.896], [-3.185, 2.637, -4.940], [-1.942, 2.599, -4.326], [-1.489, 1.465, -3.651], [0.124, 1.469, -2.862], [-4.255, -0.473, -4.171], [-4.996, 1.564, -5.381], [-3.494, 3.536, -5.456], [-1.291, 3.463, -4.364], [2.636, -4.716, -3.396], [1.488, -3.480, -3.085], [1.626, -2.826, -1.976], [2.712, -3.331, -1.257], [3.092, -2.881, 0.008], [4.183, -3.468, 0.604], [4.893, -4.497, -0.042], [4.509, -4.958, -1.281], [3.396, -4.363, -1.884], [0.701, -3.242, -3.787], [2.533, -2.094, 0.498], [4.499, -3.135, 1.583], [5.749, -4.940, 0.447], [5.053, -5.756, -1.765], [-0.080, -0.984, 0.666], [-1.451, -0.330, 1.424], [-2.145, 1.239, 0.623], [-1.298, 2.321, 0.423], [-1.788, 3.457, -0.207], [-3.104, 3.494, -0.640], [-3.945, 2.406, -0.440], [-3.467, 1.268, 0.191], [-2.851, -1.581, 1.735], [-3.211, -2.514, 0.769], [-4.262, -3.382, 1.025], [-4.950, -3.315, 2.230], [-4.585, -2.383, 3.190], [-3.532, -1.513, 2.947], [-0.852, 0.193, 3.162], [-1.153, 1.424, 3.727], [-0.678, 1.732, 4.997], [0.086, 0.810, 5.696], [0.382, -0.425, 5.132], [-0.085, -0.734, 3.865], [-0.255, 2.282, 0.721], [-1.125, 4.293, -0.378], [-3.475, 4.366, -1.161], [-4.963, 2.430, -0.803], [-4.110, 0.407, 0.322], [-2.685, -2.553, -0.177], [-4.549, -4.107, 0.276], [-5.772, -3.991, 2.419], [-5.115, -2.332, 4.131], [-3.249, -0.793, 3.708], [-1.751, 2.152, 3.190], [-0.907, 2.692, 5.439], [0.453, 1.052, 6.685], [0.978, -1.144, 5.676], [0.161, -1.692, 3.421]],
  "mulliken_charge": [1.6090, -1.4486, 1.0697, -0.3302, 0.3889, -1.5620, -0.5266, 0.5100, -1.6461, -0.4646, 0.4443, 0.3964, 0.0840, 0.2882, 0.4560, 0.3221, 0.1308, 0.6158, 0.5014, 0.1945, 0.3575, 0.3279, -0.7112, -0.2809, -0.3607, 0.3591, -0.2142, -0.6548, -0.5959, -0.5735, 0.3061, -0.2256, 0.4501, 0.4014, 0.3847, 0.4289, -0.2853, -0.3409, -0.1583, -0.9308, -0.2307, -0.7279, -0.5925, -0.4901, 0.7317, 0.4663, 0.7781, 0.4397, 0.3999, 0.4090, 0.0576, 1.3937, 0.2312, -0.1166, -0.5428, -0.5642, -0.7098, -0.6010, 0.0864, -0.3098, -0.7407, -0.4736, -0.7394, -0.3155, -0.0116, -0.2112, -0.7415, -0.4931, -0.6542, -0.5149, 0.4593, 0.4124, 0.4008, 0.4202, 0.3592, 0.3383, 0.4198, 0.3851, 0.4102, 0.3859, 0.4426, 0.4204, 0.3926, 0.4173, 0.4070],
  "e_homo_ev": -6.5,
  "e_lumo_ev": 0.37,
  "gap_ev": 6.90
}

=====

Stability, lowest: ii

=====

## i
{
  "formula": "C6H9NO3PS",
  "method": "the ωB97M-V functional and the def2-TZVPD basis",
  "elements": ["C", "N", "C", "C", "C", "C", "S", "C", "P", "O", "O", "O", "H", "H", "H", "H", "H", "H", "H", "H", "H"],
  "coordinates": [[-1.528, 0.948, 1.683], [-0.151, 1.297, 1.185], [0.015, 1.041, -0.106], [-0.010, -0.844, -0.120], [-0.732, -1.507, -1.174], [-0.692, -2.847, -1.053], [0.504, -3.248, 0.131], [0.769, -1.624, 0.614], [1.643, 1.178, -0.728], [2.603, 0.879, 0.394], [1.495, 0.465, -2.008], [1.604, 2.793, -1.114], [-1.524, 0.995, 2.704], [-2.123, 1.658, 1.168], [-1.750, -0.097, 1.460], [0.758, 1.059, 1.701], [-0.833, 1.379, -0.746], [-1.606, -1.116, -1.713], [-1.153, -3.584, -1.693], [1.465, -1.447, 1.420], [1.246, 2.620, -2.005]],
  "mulliken_charge": [-0.8707, -0.3030, -0.1934, 0.2061, -0.8349, -0.3084, -0.2599, -0.0491, 0.8400, -0.8059, -0.7548, -0.5778, 0.3853, 0.2593, 0.3038, 0.3400, 0.3147, 0.2204, 0.4116, 0.3638, 0.3129],
  "total_charge": -1,
  "e_homo_ev": -4.3,
  "smiles": "CN[C@H](c1ccsc1)[P@@](=O)([O-])O",
  "e_lumo_ev": 3.09,
  "gap_ev": 7.37
}

=====

## ii
{
  "formula": "C6H9NO3PS",
  "method": "the ωB97M-V functional and the def2-TZVPD basis",
  "elements": ["C", "C", "C", "C", "C", "C", "N", "O", "O", "O", "P", "S", "H", "H", "H", "H", "H", "H", "H", "H", "H"],
  "coordinates": [[-1.513, -2.173, 1.084], [-0.951, -0.928, 0.730], [-1.445, -3.079, 0.078], [-0.446, -0.871, -0.573], [0.467, 2.056, 0.222], [0.306, 0.123, -1.259], [0.124, 1.510, -1.140], [2.708, -1.808, -0.523], [3.544, 0.671, -0.362], [2.211, -0.500, 1.507], [2.497, -0.278, 0.087], [-0.672, -2.455, -1.337], [-1.916, -2.384, 2.020], [-1.055, -0.293, 1.567], [-1.815, -4.141, 0.218], [0.143, 1.279, 0.909], [1.549, 2.262, 0.383], [-0.119, 2.915, 0.254], [0.403, -0.247, -2.261], [0.764, 1.899, -1.780], [2.054, -2.247, 0.140]],
  "mulliken_charge": [-0.5380, -0.5706, -0.4031, 0.4750, -0.6890, -0.4477, -0.4580, -0.5057, -0.6772, -0.6055, 0.8601, -0.1655, 0.4293, 0.2514, 0.3113, 0.1685, 0.2548, 0.3488, 0.2919, 0.3181, 0.3512],
  "total_charge": -1,
  "e_homo_ev": -2.9,
  "e_lumo_ev": 3.09,
  "gap_ev": 6.04
}

=====

Stability, lowest: ii

=====

## i
{
  "formula": "C5H8O2S",
  "method": "the ωB97M-V functional and the def2-TZVPD basis",
  "elements": ["C", "C", "C", "C", "C", "O", "O", "S", "H", "H", "H", "H", "H", "H", "H", "H"],
  "coordinates": [[1.533, 0.306, -0.106], [0.629, 1.170, -0.575], [-2.138, -0.663, -0.290], [2.866, 0.012, -0.939], [-2.711, -0.828, 0.976], [-1.964, -1.160, -1.318], [-0.788, 0.862, 1.706], [-0.890, 1.474, 0.298], [1.554, 0.116, 0.916], [0.698, 1.775, -1.459], [3.454, 0.871, -1.441], [3.488, -0.525, -0.167], [2.482, -0.692, -1.799], [-3.756, -0.571, 1.353], [-2.622, -1.923, 1.236], [-1.837, -0.225, 1.612]],
  "mulliken_charge": [-0.1848, -0.2963, 0.5021, -0.9276, -0.7607, -0.3254, -0.6555, 0.1263, 0.4317, 0.3378, 0.3064, 0.2671, 0.2218, 0.2995, 0.2695, 0.3879],
  "e_homo_ev": [-7.8, -7.8],
  "e_lumo_ev": [-0.11, -0.11],
  "gap_ev": [7.64, 7.64]
}

=====

## ii
{
  "formula": "C5H8O2S",
  "method": "the ωB97M-V functional and the def2-TZVPD basis",
  "elements": ["C", "C", "O", "C", "C", "S", "C", "O", "H", "H", "H", "H", "H", "H", "H", "H"],
  "coordinates": [[0.490, 1.574, 0.730], [0.656, 0.744, -0.551], [-0.476, 0.341, -1.291], [-1.380, -0.499, -0.414], [-0.799, -1.572, 0.410], [0.745, -2.091, -0.408], [1.499, -0.441, -0.312], [2.677, -0.386, -0.388], [-0.111, 1.100, 1.562], [0.078, 2.524, 0.243], [1.479, 1.826, 0.860], [1.187, 1.360, -1.358], [-2.090, -0.923, -1.194], [-1.933, 0.261, 0.214], [-0.644, -1.250, 1.458], [-1.378, -2.567, 0.439]],
  "mulliken_charge": [-1.1193, 0.2516, -0.4483, -0.4775, -0.4254, -0.0973, 0.2787, -0.4958, 0.2785, 0.2527, 0.4725, 0.3568, 0.3048, 0.2876, 0.2445, 0.3359],
  "e_homo_ev": -9.3,
  "smiles": "C[C@@H]1OCCSC1=O",
  "e_lumo_ev": 0.47,
  "gap_ev": 9.76
}

=====

Stability, lowest: i